Record 1
Density functional theory data (wB97M-V/def2-TZVPD) for a molecular structure, C9H22BrHfO6S.

```
40
Properties=species:S:1:pos:R:3:forces:R:3:mulliken_charge:R:1
Hf 3.43529 0.03805 -1.55550 -4.136 -1.441 2.305 1.592
Br 1.28681 -0.53250 -3.01680 3.447 0.826 1.761 -0.102
O -3.03137 3.57726 -0.45095 -0.239 0.117 -0.407 -0.551
S -2.59956 2.25621 -0.74344 0.244 -0.151 0.105 1.144
O -2.34121 1.35267 0.33347 0.281 -0.491 0.000 -0.579
O -3.53155 1.50808 -1.78218 0.578 0.591 0.537 -0.192
C -4.58670 2.26362 -2.45871 -0.477 -0.530 -0.108 -0.166
C -5.38235 1.24581 -3.23199 -0.802 0.652 -0.357 -1.229
C -1.09413 2.33764 -1.72427 0.066 0.795 -0.391 -0.664
H -4.15130 3.01931 -3.12248 0.145 -0.062 0.137 0.342
H -5.18506 2.77787 -1.70193 0.124 -0.026 0.025 0.359
H -4.90862 0.93650 -4.16256 0.168 -0.137 0.130 0.329
H -6.30319 1.76295 -3.52538 0.057 -0.057 -0.126 0.379
H -5.71550 0.38972 -2.65074 0.318 -0.023 0.173 0.346
H -0.61688 1.36516 -1.69071 -0.111 -0.144 -0.212 -0.021
H -0.42895 3.12579 -1.36749 -0.185 -0.107 0.580 0.393
H -1.37094 2.68379 -2.71989 -0.046 -0.445 -0.147 0.413
C -0.15439 -3.48807 2.93110 0.272 -0.036 0.533 -0.715
O 0.11913 -2.22095 2.33645 -0.041 0.372 -0.529 -0.274
C 0.18953 -2.26821 0.92561 0.331 -0.454 1.823 -0.853
C 0.40486 -0.91819 0.29977 -1.975 -0.409 -0.453 -0.325
O 1.75679 -0.37576 0.37255 1.303 -0.112 -2.168 0.142
C 2.21212 -0.26736 1.71060 1.094 -0.348 1.975 -0.285
C 3.54918 0.42315 1.72685 -0.983 1.384 0.233 -0.616
O 4.40139 -0.08136 0.66513 -0.346 0.216 -2.152 -0.328
C 5.63217 -0.70350 1.18276 0.339 -1.243 0.232 -0.727
H 0.20664 -3.38780 3.95124 -0.182 -0.209 0.075 0.287
H 0.37727 -4.30338 2.43161 0.035 0.087 -0.097 0.348
H -1.22423 -3.72249 2.93965 -0.008 0.208 -0.104 0.319
H -0.75415 -2.69292 0.55730 0.048 0.174 -0.351 0.537
H 0.99405 -2.99390 0.72277 -0.032 0.109 -0.709 0.385
H -0.27591 -0.12678 0.62817 0.062 -0.140 0.534 0.442
H 0.04189 -1.13752 -0.70592 0.992 0.590 -0.430 0.260
H 2.34112 -1.20497 2.27166 -0.293 -0.574 -1.035 0.382
H 1.50663 0.22837 2.38686 -0.155 0.534 -0.591 0.472
H 4.01357 0.32529 2.70657 0.232 -0.299 -0.124 0.471
H 3.42559 1.50310 1.58322 0.146 -0.037 -0.286 0.276
H 5.31793 -1.59014 1.73496 -0.016 0.083 0.080 0.362
H 6.18654 -0.04460 1.84617 -0.189 0.396 -0.240 0.338
H 6.25750 -1.05995 0.36648 -0.068 0.341 -0.218 0.306
```
Positions in Å, forces in eV/Å.

Gap between HOMO and LUMO   2.1 eV
E_LUMO   -15.9 eV
E_HOMO   -18.014 eV
Total charge   +3

***

Record 2
Density functional theory data (wB97M-V/def2-TZVPD) for 2 unconnected molecules or ions with the total composition C3H7N2.

```
12
Properties=species:S:1:pos:R:3:forces:R:3:mulliken_charge:R:1
C -1.18718 0.48669 -0.85352 -1.927 -1.041 -1.241 -0.970
C 0.10296 -1.49665 0.06499 2.446 -0.776 -1.625 -0.727
C -0.07292 -0.09563 -0.16765 -1.018 -0.700 -2.505 0.270
N 2.68149 2.32197 1.63653 0.615 0.655 0.211 -0.254
N 1.97323 1.52176 1.45744 -0.349 -0.446 -0.015 0.194
H -0.90543 1.26392 -1.59825 0.078 -0.112 0.784 0.375
H -1.70397 0.98853 -0.00279 -0.137 0.268 -0.473 0.340
H -1.90503 -0.24738 -1.38877 1.236 1.099 1.145 0.323
H -0.49538 -1.36250 0.96345 -0.214 -0.650 1.604 0.302
H -0.31148 -2.38958 -0.55417 0.184 2.200 0.798 0.370
H 1.21686 -1.63076 0.23679 -1.506 -0.380 0.641 0.311
H 0.60687 0.63962 0.20596 0.592 -0.117 0.677 0.465
```
Positions in Å, forces in eV/Å.

Gap between HOMO and LUMO   11.5 eV
E_LUMO   -6.5 eV
E_HOMO   -18.085 eV
Total charge   +1

***

Record 3
Density functional theory data (wB97M-V/def2-TZVPD) for 2 unconnected molecules or ions with the total composition C2H4IN.

```
8
Properties=species:S:1:pos:R:3:forces:R:3:mulliken_charge:R:1
C 0.35405 -0.28782 0.29233 -1.529 0.459 1.575 0.182
C 0.08386 0.86530 -0.39872 -1.084 0.517 0.937 -0.945
N 1.27280 -1.01004 -0.21851 1.054 -0.096 -1.151 -0.594
I -3.05411 0.10022 0.09914 -0.589 -0.107 0.013 0.038
H -0.27934 -0.45975 1.20395 1.125 -0.240 -0.242 0.307
H 0.48991 0.81372 -1.34320 0.822 0.808 -2.077 0.323
H -0.53982 1.65094 -0.01841 0.007 0.208 -0.122 0.455
H 1.67265 -1.67258 0.38342 0.194 -1.550 1.067 0.234
```
Positions in Å, forces in eV/Å.

2S+1   3
Gap between HOMO and LUMO (spin up / spin down)   9.3 / 6.3 eV
E_LUMO (spin up / spin down)   0.9 / -3.5 eV
E_HOMO (spin up / spin down)   -8.439 / -9.802 eV
Expectation value of S²   2.03
Total charge   0

***

Record 4
Density functional theory data (wB97M-V/def2-TZVPD) for a single C21H20N4O5 molecule.

```
50
Properties=species:S:1:pos:R:3:forces:R:3:mulliken_charge:R:1
C 4.79860 -0.93939 -0.24994 0.070 -0.157 0.344 -0.933
O 4.48025 -0.39383 -1.51560 -0.194 0.056 -0.545 -0.442
C 3.76142 -1.16500 -2.40324 0.084 0.115 -0.073 0.987
C 3.30934 -2.44326 -2.10556 0.073 0.083 0.113 -0.616
C 2.60508 -3.18748 -3.03597 -0.015 -0.047 -0.046 -0.712
C 2.33788 -2.66027 -4.28422 -0.028 -0.043 0.026 -0.557
C 2.76087 -1.37944 -4.58389 0.116 0.176 0.165 -0.434
C 3.46431 -0.61208 -3.66255 -0.067 -0.199 -0.033 0.417
O 3.87300 0.61455 -4.12686 0.174 -0.323 0.004 -0.509
C 3.85708 1.75825 -3.29398 -0.007 0.338 0.130 -0.467
C 2.45468 2.01027 -2.73724 0.189 -0.078 0.152 0.600
O 1.59997 2.68288 -3.27718 -0.266 0.141 -0.211 -0.678
N 2.24594 1.38164 -1.56441 -0.115 -0.444 0.840 -0.107
N 0.99136 1.34673 -0.96880 0.104 0.405 -0.664 -0.345
C 0.75675 0.46915 0.03294 0.274 0.223 -0.304 0.395
O 1.65177 -0.23774 0.46870 0.107 -0.097 0.126 -0.661
C -0.62953 0.47534 0.56922 -0.337 -0.170 0.362 0.989
C -1.74068 0.77996 -0.22953 -0.018 0.013 0.054 -0.602
C -3.00308 0.75520 0.31469 -0.077 0.033 0.047 -1.267
C -3.18858 0.43353 1.66066 0.427 -0.047 -0.054 0.253
C -4.53528 0.41831 2.23582 -0.009 0.008 0.039 0.476
O -5.56928 0.67769 1.65631 -0.089 0.035 -0.061 -0.695
N -4.52896 0.05958 3.57381 -0.043 -0.031 -0.176 0.110
C -3.39640 -0.23513 4.27053 0.512 -0.058 -0.017 0.468
N -2.21038 -0.22309 3.79104 0.236 -0.206 0.636 -0.737
C -2.07792 0.11270 2.46611 -0.396 0.194 -0.525 0.230
C -0.80197 0.13163 1.89767 0.089 0.083 -0.287 -0.481
C -3.76227 -0.56279 5.68464 -0.108 -0.066 0.141 -0.627
C -5.26627 -0.84803 5.59983 0.048 0.038 -0.004 -0.590
C -5.72534 -0.03144 4.38833 -0.552 0.071 0.065 -0.656
H 5.39681 -0.17705 0.24780 -0.037 -0.084 0.006 0.244
H 3.89521 -1.13403 0.33483 0.074 0.001 -0.058 0.345
H 5.39025 -1.85292 -0.34885 -0.006 0.028 -0.030 0.404
H 3.50700 -2.87057 -1.13655 0.030 0.006 0.116 0.405
H 2.27073 -4.17990 -2.77579 -0.025 -0.087 0.026 0.391
H 1.79382 -3.23369 -5.01835 -0.050 -0.049 -0.072 0.381
H 2.55958 -0.93558 -5.54596 -0.021 0.080 -0.100 0.442
H 4.58567 1.67872 -2.48047 -0.104 0.021 -0.170 0.201
H 4.12498 2.58039 -3.96161 -0.127 -0.059 0.217 0.369
H 2.92280 0.76696 -1.11883 -0.075 0.152 -0.183 0.327
H 0.31230 1.94786 -1.41611 0.082 -0.081 0.129 0.337
H -1.61907 1.00408 -1.27850 0.002 0.016 -0.108 0.448
H -3.87629 0.98034 -0.27906 -0.054 0.011 -0.067 0.484
H 0.05063 -0.12292 2.50677 0.079 -0.036 0.063 0.524
H -3.17753 -1.39767 6.06382 0.053 0.057 -0.028 0.340
H -3.55341 0.30757 6.31105 0.026 0.009 -0.003 0.252
H -5.79796 -0.56671 6.50548 -0.038 -0.042 -0.014 0.347
H -5.43227 -1.91025 5.41718 -0.023 0.018 0.000 0.288
H -6.52678 -0.49982 3.81477 0.063 0.095 0.075 0.380
H -6.04844 0.97654 4.67015 -0.029 -0.100 -0.045 0.282
```
Positions in Å, forces in eV/Å.

Gap between HOMO and LUMO   8.4 eV
E_LUMO   0.0 eV
E_HOMO   -8.416 eV
Total charge   0

***

Record 5
Density functional theory data (wB97M-V/def2-TZVPD) for a single C9H15N3O6 molecule.

```
33
Properties=species:S:1:pos:R:3:forces:R:3:mulliken_charge:R:1
N -4.72665 -0.41727 -0.83289 -2.700 1.989 1.166 -0.611
C -3.92288 -0.81985 0.21085 0.051 1.187 1.630 0.315
O -4.24969 -0.56650 1.37284 0.155 -0.840 -1.105 -0.577
C -2.55283 -1.45048 0.00193 -0.590 -0.697 -0.590 -0.465
C -1.57123 -0.38337 -0.39060 0.061 2.028 1.878 -0.259
N -0.20220 -0.78249 -0.17212 -1.308 -2.411 2.275 -0.051
C 0.88531 -0.52696 -0.94466 0.871 0.266 -1.165 0.012
O 1.56240 -1.42801 -1.40931 0.070 -0.331 0.305 -0.762
C 1.26994 0.92261 -1.20185 -0.460 1.696 -0.331 0.543
N 0.61912 1.88834 -0.34002 -1.090 1.114 -1.923 -0.583
C 2.73559 1.25161 -1.00198 0.878 -3.856 2.052 -1.199
C 3.28907 0.79532 0.47526 1.847 3.352 -2.000 -0.596
C 4.01292 -0.50323 0.69628 -1.168 2.049 0.600 0.588
O 4.81883 -0.47090 1.57868 1.074 -0.974 0.766 -0.601
O 3.74313 -1.55615 0.02133 -0.139 -3.251 -1.738 -0.524
C -1.92954 0.93697 0.47106 2.043 -1.021 -2.387 0.293
O -2.39723 1.80978 -0.22137 -0.355 0.305 2.295 -0.572
O -1.31872 1.00102 1.69538 -1.488 0.355 -0.847 -0.530
H -5.57765 0.09309 -0.31149 2.320 -1.534 -1.655 0.337
H -4.37524 0.27859 -1.50910 0.302 -0.942 0.354 0.327
H -2.29452 -1.84024 0.98684 0.058 -0.116 -0.002 0.381
H -2.56886 -2.27035 -0.72238 0.004 0.066 0.050 0.456
H -1.66288 -0.03887 -1.38977 -0.459 0.211 -0.940 0.414
H -0.24722 -1.69378 0.34025 0.992 0.773 -1.277 0.344
H 1.07021 1.15630 -2.31299 -0.159 -0.318 1.619 0.380
H 0.39501 1.65622 0.58835 0.176 -0.699 1.048 0.250
H -0.21995 2.25054 -0.76300 -0.061 0.221 0.069 0.306
H 3.23254 0.65512 -1.74633 1.022 0.060 -0.327 0.435
H 2.92639 2.28299 -1.08001 -0.089 1.096 -0.436 0.492
H 4.24033 1.49783 0.67189 -2.370 -1.100 -0.411 0.294
H 2.60131 1.06727 1.28075 -0.015 -0.359 -0.122 0.267
H 3.07213 -1.67210 -0.72344 0.627 1.311 1.202 0.432
H -0.99139 0.10785 1.90754 -0.100 0.368 -0.053 0.460
```
Positions in Å, forces in eV/Å.

Gap between HOMO and LUMO   9.6 eV
E_LUMO   0.0 eV
E_HOMO   -9.671 eV
Total charge   0

***

Record 6
Density functional theory data (wB97M-V/def2-TZVPD) for 3 unconnected molecules or ions with the total composition C5H17NO2.

```
25
Properties=species:S:1:pos:R:3:forces:R:3:mulliken_charge:R:1
C -1.86204 1.23866 -2.32754 0.423 -0.876 -0.180 -1.358
C -0.86446 1.06679 -1.18649 -1.286 -0.055 0.534 -0.137
N -0.92618 -0.26668 -0.61365 1.251 0.281 -0.774 -0.302
C -0.06132 -0.47577 0.56564 -1.679 -1.544 -1.562 0.590
C -0.60395 0.23296 1.77777 0.156 1.260 0.298 -1.368
C 0.01552 -1.98551 0.79282 -0.738 -0.248 -0.264 -1.472
H -2.84308 0.86754 -2.03296 -0.093 0.051 0.061 0.343
H -1.97879 2.25541 -2.69224 0.200 0.100 0.115 0.380
H -1.50048 0.60153 -3.14064 -0.296 0.142 -0.204 0.311
H -1.15094 1.76801 -0.39376 0.487 0.465 -0.155 0.231
H 0.14591 1.25961 -1.55579 0.088 0.245 0.201 0.228
H -1.74652 -0.81620 -0.77803 -0.262 -0.026 0.371 0.262
H 0.91388 -0.28008 0.11887 0.394 1.008 1.082 0.192
H -1.65562 0.01492 1.94893 0.012 -1.081 0.139 0.349
H -0.71567 1.31852 1.70626 0.788 0.062 -0.340 0.361
H 0.03525 0.04987 2.63566 -0.323 -0.109 0.280 0.317
H 0.55294 -2.23917 1.69568 0.413 -0.083 0.095 0.405
H 0.42380 -2.44812 -0.09730 0.555 -0.107 0.129 0.349
H -0.96185 -2.46631 0.87804 -0.336 0.357 0.280 0.363
O 1.91840 -1.69113 -1.75530 1.409 -0.144 0.028 -0.639
H 2.69265 -1.11175 -1.73274 0.177 -0.461 0.019 0.310
H 1.24433 -1.05065 -1.89469 -1.592 0.618 -0.194 0.288
O 1.73609 1.83914 2.61060 1.458 -0.419 0.311 -0.613
H 2.12658 1.25138 3.27698 -0.853 -0.033 0.357 0.312
H 2.57854 1.97611 2.15475 -0.355 0.597 -0.627 0.297
```
Positions in Å, forces in eV/Å.

Gap between HOMO and LUMO   8.8 eV
E_LUMO   0.6 eV
E_HOMO   -8.209 eV
Total charge   0

***

Record 7
Density functional theory data (wB97M-V/def2-TZVPD) for a single C7H7N3 molecule.

```
17
Properties=species:S:1:pos:R:3:forces:R:3:mulliken_charge:R:1
C -0.41892 -1.27667 2.23974 -2.026 -2.268 2.448 -1.192
C -0.26819 -0.91896 0.79713 -2.323 -5.511 1.395 1.320
C -0.39682 -1.92881 -0.18910 1.685 0.148 -1.282 -0.793
C 0.18366 -1.66117 -1.49070 -0.679 1.445 0.192 -0.035
N 0.46708 -0.36444 -1.92031 -0.764 -3.455 1.169 -0.624
C 0.21923 0.55375 -0.99678 -0.163 1.592 1.473 0.458
C 0.25672 1.96015 -1.02323 0.097 -1.151 -1.835 -0.702
C 0.12343 2.38060 0.28321 0.575 -0.513 -1.402 -0.228
N -0.01954 1.44219 1.16565 -0.362 -2.429 1.128 -1.201
N -0.04075 0.26033 0.42730 1.482 5.527 -3.180 0.621
H -0.85031 -2.38213 2.42739 0.997 2.335 -1.051 0.290
H 0.55495 -1.33017 2.70452 0.457 0.208 0.057 0.283
H -1.06800 -0.69329 2.98486 0.922 -0.071 -1.749 0.314
H -0.73223 -2.96635 0.02632 0.521 1.073 0.187 0.289
H 0.37758 -2.53578 -2.18753 -0.295 1.483 0.744 0.337
H 0.36385 2.53215 -1.95510 0.086 -0.237 0.812 0.380
H 0.31182 3.35570 0.56943 -0.212 1.823 0.894 0.482
```
Positions in Å, forces in eV/Å.

Gap between HOMO and LUMO   8.7 eV
E_LUMO   0.5 eV
E_HOMO   -8.161 eV
Total charge   0

***

ΔE to the lowest compared entry with this formula, charge and spin, record by record: 0.000 1.531 0.074 1.620 3.776 1.274 1.621 eV
Max |F|, record by record: 4.9 3.0 2.4 1.0 4.5 2.8 6.5 eV Å⁻¹